Entry 1:
The following is a quantum chemistry calculation of C12H12N4O2PdS2 as an isolated structure, from OMol25.

Each line ends with the Löwdin charge.
Element x y z (Å)
Pd: 1.056 -0.017 0.419  0.792
C: 1.447 -4.274 -2.607  -0.417
S: 2.976 -3.404 -2.190  0.819
C: 2.304 -1.974 -1.383  -1.075
S: 1.188 -2.213 -0.079  0.611
N: 2.750 -0.839 -1.841  -0.059
N: 2.222 0.215 -1.140  -0.187
C: 2.561 1.415 -1.427  -0.037
C: 1.887 2.486 -0.689  -0.239
C: 2.075 3.826 -0.970  -0.004
C: 1.309 4.764 -0.289  -0.042
C: 0.375 4.336 0.635  -0.031
C: 0.253 2.974 0.880  -0.074
N: 1.001 2.083 0.249  0.008
H: 1.755 -5.218 -3.054  0.031
H: 0.871 -3.704 -3.331  0.041
H: 0.851 -4.479 -1.722  0.010
H: 3.280 1.620 -2.212  0.137
H: 2.796 4.129 -1.716  0.120
H: 1.437 5.818 -0.494  0.115
H: -0.254 5.034 1.167  0.113
H: -0.456 2.576 1.594  0.116
O: -2.116 0.235 1.791  0.032
C: -1.197 -0.001 2.549  -0.533
C: -1.312 -0.107 4.068  -0.086
C: 0.121 -0.327 4.547  -0.085
C: 0.948 -0.234 3.273  -0.530
O: 2.159 -0.204 3.198  0.025
N: 0.111 -0.169 2.186  -0.044
H: -1.994 -0.921 4.312  0.119
H: -1.761 0.812 4.444  0.117
H: 0.284 -1.312 4.985  0.121
H: 0.476 0.411 5.265  0.117

## Properties
HOMO level (eV): -8.44
E_tot (eV): -47845.4425
Total charge: 0
Energy above the lowest of the compared OMol25 structures with the same formula, charge and spin (kcal/mol): 0.00

=====

Entry 2:
The following is a quantum chemistry calculation of an isolated ion of composition C10H18NO and charge +1 at a distorted geometry, from OMol25.

Each line ends with the Löwdin charge.
Element x y z (Å)
C: -1.612 1.686 -0.235  -0.035
C: -0.976 0.366 0.220  -0.495
C: -0.511 0.584 1.634  -0.039
C: -2.080 -0.688 0.211  -0.052
C: 0.128 -0.091 -0.872  -0.435
O: -0.547 -0.567 -2.038  -0.013
C: 0.860 1.169 -1.137  -0.045
C: 2.022 1.498 -0.577  -0.029
C: 2.589 0.594 0.447  -0.073
C: 2.061 -0.604 0.659  -0.049
C: 1.039 -1.211 -0.324  -0.150
N: 0.283 -2.472 0.127  0.276
H: -2.449 1.772 0.528  0.117
H: -1.973 1.757 -1.215  0.078
H: -0.949 2.524 0.054  0.103
H: -1.264 1.009 2.234  0.087
H: -0.214 -0.301 2.220  0.098
H: 0.298 1.237 1.673  0.066
H: -3.100 -0.259 0.207  0.106
H: -2.157 -1.491 0.968  0.089
H: -1.930 -1.282 -0.804  0.110
H: -0.248 0.060 -2.751  0.137
H: 0.509 1.667 -2.067  0.149
H: 2.354 2.504 -0.705  0.115
H: 3.426 1.141 0.842  0.119
H: 2.735 -1.162 1.364  0.137
H: 1.621 -1.394 -1.223  0.168
H: -0.719 -2.280 -0.375  0.189
H: 0.194 -2.471 1.129  0.156
H: 0.609 -3.294 -0.193  0.113

## Properties
HOMO level (eV): -12.46
E_tot (eV): -14190.1378
SMILES: CC(C)(C)[C@@]1(O)C=CC=C[C@H]1[NH3+]
Total charge: +1
Energy above the lowest of the compared OMol25 structures with the same formula, charge and spin (kcal/mol): 66.72

=====

Entry 3:
The following is a quantum chemistry calculation of C8H22ClFN2O2Pd as an isolated structure at a distorted geometry, from OMol25.

Each line ends with the Löwdin spin population.
Element x y z (Å)
Pd: -0.023 0.223 -0.266  1.610
Cl: -0.070 1.052 -2.734  0.127
F: 0.389 -0.682 1.615  0.112
C: 0.153 2.437 2.534  0.074
C: 0.202 2.881 1.099  0.105
C: 1.555 2.780 0.470  0.038
O: 1.850 1.407 0.156  0.048
C: 3.118 1.196 -0.385  0.018
N: -0.854 2.241 0.253  0.130
H: 1.169 2.500 2.925  0.005
H: -0.304 1.447 2.531  0.012
H: -0.391 3.019 3.278  0.034
H: -0.082 3.928 1.196  0.062
H: 2.241 3.355 1.092  0.010
H: 1.637 3.404 -0.420  0.012
H: 3.217 1.759 -1.313  0.002
H: 3.337 0.144 -0.567  0.002
H: 3.777 1.442 0.448  0.003
H: -1.732 2.219 0.751  0.127
H: -1.004 2.874 -0.519  0.054
C: -3.077 -3.032 -0.163  0.054
C: -1.730 -2.135 -0.102  0.018
C: -0.773 -2.519 -1.259  0.018
O: 0.358 -1.750 -1.073  0.038
C: 1.643 -2.423 -1.406  0.021
N: -2.200 -0.753 -0.133  0.107
H: -3.668 -2.827 -1.056  0.009
H: -3.684 -2.821 0.718  0.018
H: -2.647 -4.032 -0.104  0.005
H: -1.064 -2.311 0.743  0.002
H: -1.272 -2.322 -2.208  0.004
H: -0.549 -3.585 -1.254  0.005
H: 1.927 -3.122 -0.620  0.001
H: 2.419 -1.664 -1.508  0.002
H: 1.661 -2.919 -2.377  0.003
H: -2.708 -0.752 -1.005  0.028
H: -2.821 -0.658 0.659  0.080

## Properties
HOMO level (alpha / beta) (eV): 0.86 / -5.56
2S+1: 4
E_tot (eV): -34444.9830
<S²>: 3.755
Total charge: -1

=====

Entry 4:
The following is a quantum chemistry calculation of a 2-piece molecular cluster, C7H14 overall, from OMol25.

Each line ends with the Löwdin charge.
Element x y z (Å)
C: 0.136 -1.551 -0.346  -0.137
C: 1.235 -0.832 -0.580  -0.137
C: 1.267 0.629 -0.960  -0.200
C: 0.555 1.568 0.025  -0.212
C: -0.973 1.500 -0.024  -0.221
C: -1.593 0.182 0.446  -0.211
C: -1.282 -1.037 -0.437  -0.199
H: 0.265 -2.599 -0.074  0.093
H: 2.199 -1.332 -0.487  0.094
H: 2.313 0.941 -1.053  0.102
H: 0.820 0.772 -1.958  0.117
H: 0.904 1.356 1.044  0.114
H: 0.858 2.597 -0.204  0.105
H: -1.300 1.703 -1.055  0.112
H: -1.380 2.315 0.588  0.106
H: -1.274 -0.027 1.475  0.114
H: -2.683 0.314 0.479  0.105
H: -1.975 -1.845 -0.175  0.103
H: -1.502 -0.776 -1.484  0.117
H: 1.839 -2.100 2.695  0.032
H: 1.569 -1.778 2.084  0.004

## Properties
HOMO level (eV): -9.12
E_tot (eV): -7484.8698
SMILES: C1=CCCCCC1.[H][H]
Total charge: 0
Energy above the lowest of the compared OMol25 structures with the same formula, charge and spin (kcal/mol): 32.85

=====

Entry 5:
The following is a quantum chemistry calculation of a 2-piece molecular cluster, C4H5NS overall at a distorted geometry, from OMol25.

Each line ends with the Löwdin charge.
Element x y z (Å)
C: -0.158 1.418 -0.062  -0.080
C: -1.018 0.146 -0.033  -0.577
C: -1.985 -0.559 0.446  -0.330
S: -0.697 -1.643 -0.246  0.677
H: 0.335 1.316 -1.022  0.059
H: 0.450 1.222 0.909  0.105
H: -0.945 2.300 0.081  0.121
H: -3.029 -0.696 0.671  0.071
C: 2.307 -1.189 -0.234  -0.151
N: 2.715 -0.271 0.298  0.072
H: 2.026 -2.044 -0.808  0.035

## Properties
HOMO level (eV): -7.70
E_tot (eV): -16550.4083
SMILES: CC1=CS1.C#N
Total charge: 0
Energy above the lowest of the compared OMol25 structures with the same formula, charge and spin (kcal/mol): 84.32

=====

Entry 6:
The following is a quantum chemistry calculation of a 2-piece molecular cluster, C18H18N2 overall at a distorted geometry, from OMol25.

Each line ends with the Löwdin charge.
Element x y z (Å)
C: 3.986 3.541 -0.580  -0.060
C: 2.689 2.928 -0.277  -0.253
C: 1.800 2.368 -1.134  -0.069
N: 0.693 1.847 -0.487  0.081
C: 0.911 2.021 0.872  -0.197
C: 0.138 1.621 1.977  -0.022
C: 0.556 2.083 3.203  -0.116
C: 1.675 2.907 3.400  -0.099
C: 2.434 3.229 2.292  -0.040
C: 2.160 2.677 1.040  -0.134
H: 4.173 3.780 -1.625  0.076
H: 4.911 3.090 -0.206  0.081
H: 3.971 4.455 0.055  0.085
H: 1.852 2.432 -2.212  0.121
H: 0.106 1.148 -0.911  0.146
H: -0.688 0.933 1.917  0.100
H: -0.089 2.023 4.076  0.098
H: 1.935 3.324 4.360  0.095
H: 3.331 3.825 2.435  0.106
C: -2.718 -2.938 1.619  -0.051
C: -2.741 -2.376 0.219  -0.245
C: -3.739 -1.662 -0.366  -0.041
N: -3.409 -1.475 -1.716  0.061
C: -2.192 -2.016 -1.977  -0.220
C: -1.478 -2.247 -3.146  -0.038
C: -0.346 -3.031 -3.127  -0.110
C: 0.091 -3.651 -1.964  -0.106
C: -0.521 -3.363 -0.753  -0.029
C: -1.715 -2.625 -0.755  -0.130
H: -2.888 -3.998 1.396  0.086
H: -3.486 -2.575 2.313  0.074
H: -1.847 -2.798 2.253  0.071
H: -4.630 -1.192 0.005  0.116
H: -3.966 -0.942 -2.364  0.150
H: -1.800 -1.824 -4.093  0.105
H: 0.220 -3.241 -4.027  0.100
H: 0.867 -4.401 -1.873  0.099
H: -0.248 -3.878 0.160  0.107

## Properties
HOMO level (eV): -7.73
E_tot (eV): -21937.9721
SMILES: Cc1c[nH]c2ccccc12.Cc1c[nH]c2ccccc12
Total charge: 0
Energy above the lowest of the compared OMol25 structures with the same formula, charge and spin (kcal/mol): 25.78